Density functional theory data (ωB97M-V/def2-TZVPD) for C28H39N7O7P2Rb as an isolated structure in a non-equilibrium geometry.

Last column: Löwdin charge in e.
Element x y z (Å)
Rb: -1.4474 -0.2309 -0.1698  0.982
C: 2.9815 -0.5466 -3.5120  -0.084
C: 2.9415 0.0619 -2.2402  -0.201
N: 1.9621 0.8199 -1.8241  0.126
C: 0.9137 1.0628 -2.6558  -0.157
C: 0.8613 0.5045 -3.9573  -0.174
C: 1.9372 -0.3225 -4.3573  -0.035
C: -0.2229 0.7739 -4.8209  -0.081
C: -1.2203 1.5956 -4.3677  -0.098
C: -1.1873 2.1696 -3.0942  -0.048
C: -0.1537 1.9334 -2.1795  -0.315
N: -0.1488 2.3477 -0.8949  0.023
C: -0.7924 3.4902 -0.5532  -0.257
C: -0.7982 4.6536 -1.3237  -0.051
C: -1.4160 5.8370 -0.9023  -0.110
C: -2.0759 5.9207 0.2940  -0.087
C: -2.1164 4.7732 1.1216  -0.174
C: -2.8190 4.7626 2.3496  -0.034
C: -2.8674 3.6307 3.1034  -0.058
C: -2.1746 2.4921 2.6361  -0.142
N: -1.4960 2.4689 1.5205  0.085
C: -1.4729 3.5774 0.7288  -0.143
H: 3.8205 -1.1706 -3.7935  0.097
H: 3.7654 -0.1001 -1.5479  0.091
H: 1.9097 -0.7716 -5.3438  0.112
H: -0.2533 0.3192 -5.8024  0.095
H: -2.0741 1.8061 -5.0025  0.099
H: -2.0109 2.8004 -2.7853  0.109
H: -0.2956 4.6349 -2.2820  0.106
H: -1.3698 6.7049 -1.5514  0.094
H: -2.5710 6.8295 0.6122  0.093
H: -3.3297 5.6665 2.6662  0.108
H: -3.4210 3.5822 4.0314  0.097
H: -2.1963 1.5732 3.2141  0.100
N: -1.8207 -2.2645 -2.6569  -0.008
C: -1.0764 -3.3671 -2.0659  -0.290
C: 0.3256 -3.4271 -2.6567  -0.209
C: 1.2715 -4.3246 -1.8695  -0.203
C: 1.7788 -3.6994 -0.5692  -0.270
N: 2.5737 -2.4823 -0.7538  0.017
H: -2.6461 -2.0309 -2.1087  0.008
H: -2.1354 -2.4802 -3.5957  0.067
H: -1.5673 -4.3464 -2.1825  0.116
H: -1.0178 -3.1790 -0.9915  0.079
H: 0.7194 -2.4055 -2.7017  0.089
H: 0.2715 -3.7567 -3.7016  0.108
H: 2.1395 -4.5892 -2.4873  0.100
H: 0.7712 -5.2700 -1.6299  0.109
H: 2.3949 -4.4355 -0.0414  0.102
H: 0.9467 -3.4503 0.0946  0.091
H: 3.1769 -2.5859 -1.5655  0.060
H: 1.9606 -1.6982 -0.9611  0.045
O: -1.8975 -1.2280 3.2013  -0.214
P: -1.7563 -2.5847 2.3129  0.149
O: -1.3931 -3.7134 3.1931  -0.312
O: -0.9106 -2.2714 1.1093  -0.534
O: -3.3010 -2.7219 1.7638  -0.269
P: -4.1078 -1.5501 0.9856  0.136
O: -5.6246 -2.0462 1.1989  -0.125
O: -3.8142 -1.5473 -0.4801  -0.421
O: -3.8504 -0.2828 1.7543  -0.347
H: -2.6579 -0.7035 2.8274  0.001
H: -5.9534 -2.3563 0.3490  0.063
C: 3.5316 0.6447 2.4841  -0.058
C: 2.8168 0.1192 1.2141  -0.156
N: 1.5728 -0.5289 1.5741  -0.129
C: 0.7111 0.4027 2.2867  -0.173
C: 1.3592 0.8329 3.6181  -0.047
N: 2.7207 0.1958 3.6681  -0.102
C: 2.5834 -1.3046 3.6733  -0.047
C: 1.8339 -1.7065 2.3799  -0.132
H: 3.5717 1.7327 2.5358  0.127
H: 4.5344 0.2387 2.6221  0.124
H: 3.4448 -0.6160 0.7104  0.098
H: 2.6010 0.9341 0.5201  0.111
H: -0.2338 -0.0812 2.5259  0.076
H: 0.5085 1.2697 1.6613  0.093
H: 0.8156 0.4686 4.4902  0.134
H: 1.5132 1.9093 3.7050  0.131
H: 3.1884 0.4882 4.5214  0.176
H: 2.0392 -1.5627 4.5812  0.132
H: 3.5990 -1.6997 3.7330  0.125
H: 0.8893 -2.1939 2.6180  0.100
H: 2.4375 -2.3953 1.7898  0.110

Atomic forces in eV per Å
Rb 0.22 1.35 -0.89
C 0.01 0.09 0.02
C 0.14 0.16 -0.18
N 0.00 0.02 0.01
C 0.01 0.05 0.19
C -0.01 -0.06 -0.17
C -0.03 0.00 -0.01
C 0.07 -0.01 0.07
C -0.04 0.05 0.00
C -0.09 0.04 -0.06
C 0.17 -0.06 0.05
N 0.04 0.07 -0.06
C 0.00 0.00 0.17
C -0.02 0.11 -0.05
C 0.03 -0.01 -0.06
C 0.00 -0.07 0.07
C -0.06 0.17 -0.03
C -0.03 0.08 0.02
C 0.07 -0.12 -0.02
C 0.02 0.06 0.11
N -0.13 0.03 -0.23
C 0.12 -0.16 0.04
H 0.00 -0.01 0.00
H -0.03 0.01 0.00
H -0.01 0.00 -0.01
H 0.00 -0.01 -0.02
H 0.00 -0.01 -0.01
H 0.00 -0.01 0.00
H 0.01 -0.01 -0.01
H 0.00 0.01 -0.01
H -0.01 0.01 0.00
H 0.01 -0.01 -0.01
H -0.01 0.01 0.01
H -0.01 -0.04 0.00
N -0.26 0.26 -0.10
C 0.02 0.05 0.10
C 0.02 0.06 -0.09
C 0.03 -0.13 0.01
C -0.02 -0.04 0.08
N 0.04 -0.08 0.00
H -0.03 -0.21 0.08
H 0.11 0.03 0.01
H 0.03 0.02 0.00
H 0.00 -0.05 0.01
H -0.01 -0.04 0.04
H -0.02 -0.04 0.02
H 0.01 0.03 0.00
H -0.01 0.00 -0.01
H -0.01 -0.02 -0.01
H -0.03 -0.02 -0.03
H -0.07 0.00 0.05
H 0.05 -0.13 0.11
O 0.10 -0.10 0.12
P -0.26 0.04 0.02
O -0.02 -0.02 -0.01
O 0.31 -0.88 0.71
O -0.03 -0.17 -0.01
P 0.10 -0.01 0.17
O -0.14 0.02 0.07
O -0.26 -0.28 0.03
O -0.10 -0.07 -0.08
H -0.05 0.01 -0.04
H 0.03 -0.01 0.00
C -0.03 0.00 0.14
C 0.15 0.09 -0.07
N 0.01 0.12 0.03
C -0.15 0.02 -0.03
C 0.12 0.03 0.11
N 0.00 0.01 -0.01
C 0.10 0.10 0.05
C -0.05 -0.17 0.03
H 0.02 0.00 -0.03
H 0.00 0.02 -0.05
H -0.04 0.02 -0.02
H 0.00 -0.03 0.01
H -0.01 -0.07 -0.14
H 0.04 -0.01 -0.09
H -0.04 0.02 -0.02
H -0.06 -0.01 -0.01
H -0.01 -0.03 -0.04
H -0.01 -0.04 -0.02
H -0.04 -0.05 0.00
H 0.06 0.01 -0.05
H -0.01 0.00 0.02

**E**: -73675.6309 eV
**Multiplicity**: 1
**HOMO energy**: -3.55 eV
**Net charge**: -1


Density functional theory data (ωB97M-V/def2-TZVPD) for an isolated ion of composition C28H39OSi and charge +1 in a non-equilibrium geometry.

Last column: Löwdin charge in e.
Element x y z (Å)
C: -2.1724 -2.5909 -2.3889  -0.145
Si: -0.4149 -2.3808 -2.9286  0.495
C: 0.8217 -3.2203 -1.7450  -0.145
C: 0.0187 -2.8753 -4.6754  -0.149
O: -0.2568 -0.6686 -2.7863  -0.075
C: 0.7100 -0.0410 -2.0796  -0.119
C: 0.2922 0.8937 -1.0208  -0.193
C: 1.4518 1.7935 -0.6457  -0.139
C: 1.8116 3.0098 -1.6281  -0.164
C: 2.7077 2.8634 -2.8416  -0.219
C: 2.0242 2.2644 -4.0666  -0.204
C: 2.2519 0.7549 -4.1473  -0.143
C: 2.0338 -0.0379 -2.7817  -0.079
H: -2.4520 -3.6474 -2.4647  0.050
H: -2.4020 -2.2646 -1.3670  0.043
H: -2.8245 -2.0162 -3.0550  0.049
H: 0.3963 -4.2253 -1.5441  0.053
H: 1.8256 -3.3594 -2.1965  0.045
H: 0.9461 -2.6925 -0.7768  0.032
H: -0.2430 -3.9322 -4.8414  0.051
H: -0.5342 -2.2854 -5.4154  0.044
H: 1.0877 -2.7710 -4.9086  0.041
H: -0.6037 1.5535 -1.5015  0.226
H: 1.3724 2.2423 0.3945  0.139
H: 2.3575 1.1760 -0.6169  0.106
H: 0.9050 3.5911 -1.8701  0.123
H: 2.4162 3.6154 -0.9469  0.108
H: 3.0402 3.8654 -3.1276  0.117
H: 3.6393 2.3350 -2.6090  0.121
H: 0.9388 2.4704 -4.0606  0.120
H: 2.4109 2.7304 -4.9943  0.124
H: 1.6547 0.3239 -4.9805  0.122
H: 3.3227 0.5978 -4.4141  0.132
H: 2.8837 0.1991 -2.0993  0.128
H: 2.2012 -1.0825 -3.1219  0.120
C: -6.4671 1.0273 0.3373  -0.045
C: -4.9759 0.8967 0.3875  -0.266
C: -4.2366 0.6995 -0.7798  -0.040
C: -2.8465 0.4774 -0.8170  -0.054
C: -2.0515 0.6876 0.3290  -0.158
C: -0.5380 0.3805 0.2228  -0.193
C: 0.0848 0.5448 1.5830  -0.095
C: 1.0196 -0.2860 2.1262  -0.027
C: 1.2853 -0.3882 3.5758  -0.209
C: 2.5068 -0.9856 3.9775  -0.044
C: 2.8866 -1.0833 5.2996  -0.046
C: 2.0861 -0.5560 6.3157  -0.274
C: 2.5454 -0.6848 7.7303  -0.052
C: 0.8823 0.0654 5.9602  -0.032
C: 0.4643 0.1235 4.6297  -0.016
C: -2.7943 0.7641 1.5534  -0.011
C: -4.1944 0.9025 1.5459  -0.031
H: -6.9356 1.3067 1.2784  0.080
H: -6.7685 1.7878 -0.3805  0.083
H: -6.9739 0.1182 0.0040  0.088
H: -4.7722 0.7346 -1.7231  0.114
H: -2.4020 0.0985 -1.7829  0.103
H: -0.4341 -0.7785 -0.1498  0.169
H: -0.4314 1.2195 2.2809  0.104
H: 1.6446 -0.9541 1.4864  0.122
H: 3.1698 -1.3658 3.1955  0.109
H: 3.8242 -1.5650 5.5808  0.121
H: 1.7826 -0.3773 8.4446  0.078
H: 2.8130 -1.7195 7.9555  0.086
H: 3.4444 -0.0935 7.9253  0.089
H: 0.2673 0.4954 6.7572  0.117
H: -0.4982 0.5756 4.3695  0.100
H: -2.3086 0.6667 2.5408  0.102
H: -4.6971 1.0766 2.4934  0.114

Atomic forces in eV per Å
C -0.19 -0.24 -0.19
Si 0.48 -1.18 0.27
C -0.14 0.24 -0.19
C -0.26 0.05 -0.13
O 2.27 1.40 2.53
C -2.36 0.67 -3.67
C -1.66 2.84 -0.30
C 1.19 1.56 -0.15
C -0.02 -0.21 1.80
C -0.24 0.19 -0.69
C -0.15 -0.35 -0.29
C -0.17 0.15 -0.36
C 1.23 -1.15 0.26
H -0.06 0.10 -0.05
H 0.32 -0.04 -0.16
H -0.02 -0.13 0.00
H 0.31 0.47 0.03
H -0.57 0.06 0.23
H -0.14 -0.34 -0.40
H 0.05 0.27 0.09
H 0.02 -0.10 0.09
H -0.22 0.02 0.22
H 2.01 -1.39 0.19
H -0.33 -0.71 -1.36
H -0.11 0.18 0.48
H 0.27 -0.27 0.05
H -0.29 0.35 -0.03
H -0.10 0.04 0.24
H -0.13 -0.12 0.06
H 0.34 0.06 0.12
H -0.15 -0.36 0.41
H 0.23 0.03 0.73
H -0.71 -0.18 0.37
H -0.84 -0.07 -0.53
H -0.17 0.32 0.38
C -0.45 0.22 -0.04
C 1.38 -0.12 -0.14
C 0.23 -0.22 -0.56
C -0.18 0.61 -0.40
C -0.88 -1.57 -0.25
C 0.20 -3.83 -0.46
C 0.87 -1.34 0.87
C -0.88 0.65 -0.42
C 0.80 0.26 1.27
C -0.45 0.13 -0.74
C -0.07 0.07 0.26
C -0.08 0.05 -0.51
C 0.06 -0.02 0.46
C -0.01 -0.14 -0.10
C 0.45 -0.17 -1.02
C 0.39 0.27 -0.57
C 0.10 0.15 0.32
H 0.28 -0.02 0.20
H 0.12 0.15 -0.11
H 0.31 -0.14 0.05
H 0.01 -0.36 -0.06
H -0.40 0.92 1.11
H -0.89 2.07 1.89
H 0.35 -0.17 -0.56
H -0.72 0.39 0.44
H -0.16 0.03 0.25
H -0.20 0.10 -0.20
H -0.01 0.03 -0.04
H -0.07 0.01 -0.03
H -0.09 0.06 -0.10
H 0.09 -0.18 -0.38
H 0.32 -0.12 0.24
H -0.27 0.35 -0.77
H 0.12 -0.27 0.04

**E**: -39586.9883 eV
**Multiplicity**: 1
**HOMO energy**: -10.47 eV
**Net charge**: +1


Density functional theory data (ωB97M-V/def2-TZVPD) for C28H40AsCaClN5O5S2 as an isolated structure in a non-equilibrium geometry.

Last column: Löwdin charge in e.
Element x y z (Å)
Ca: -0.2357 -1.0826 -0.8853  1.322
O: 0.9126 -1.3147 0.8327  -0.587
S: 1.7850 -2.1996 -0.0458  0.213
O: 3.0533 -2.4235 0.6244  -0.325
O: 1.0105 -3.4149 -0.3304  -0.358
O: 1.9272 -1.4226 -1.3060  -0.469
C: 4.5056 4.3213 0.4137  -0.071
C: 5.2086 3.3484 -0.5311  -0.205
N: 4.2597 2.5705 -1.3085  -0.055
C: 4.0176 1.1874 -0.9289  -0.188
C: 3.3963 1.0119 0.4520  -0.069
C: 3.7757 3.1534 -2.4230  -0.440
O: 4.1107 4.2757 -2.7780  0.053
C: 2.8022 2.3662 -3.2410  -0.128
C: 3.1794 1.9248 -4.5043  -0.009
C: 2.2440 1.2730 -5.2878  -0.057
C: 0.9660 1.1014 -4.7779  -0.142
N: 0.5915 1.5407 -3.5901  0.093
C: 1.4822 2.1575 -2.8385  -0.079
H: 5.2402 4.9327 0.9348  0.069
H: 3.9075 3.7853 1.1465  0.060
H: 3.8558 4.9733 -0.1656  0.073
H: 5.8532 2.6658 0.0270  0.118
H: 5.8161 3.9274 -1.2376  0.116
H: 4.9726 0.6477 -0.9550  0.130
H: 3.3455 0.7230 -1.6513  0.099
H: 4.0875 1.3028 1.2434  0.068
H: 3.1436 -0.0439 0.5676  0.034
H: 2.4789 1.5953 0.5335  0.084
H: 4.1877 2.0897 -4.8578  0.120
H: 2.4999 0.9042 -6.2687  0.096
H: 0.1966 0.6021 -5.3512  0.103
H: 1.1102 2.5074 -1.8826  0.121
C: -3.5538 2.4672 -2.5385  -0.142
C: -2.6777 2.7894 -1.5179  -0.129
C: -1.7713 1.8414 -1.0627  -0.206
C: -1.6812 0.5463 -1.5882  -0.328
C: -2.5866 0.2675 -2.6180  -0.258
C: -3.5059 1.1968 -3.0820  -0.146
H: -4.2728 3.1895 -2.9051  0.086
H: -2.7130 3.7812 -1.0796  0.088
H: -1.1051 2.1271 -0.2524  0.064
H: -2.5803 -0.7126 -3.0916  0.060
H: -4.1954 0.9227 -3.8716  0.085
S: -1.6280 0.2648 2.5342  0.632
C: -0.2827 0.2460 3.5139  -0.877
N: 0.7398 -0.5867 3.3345  0.019
C: 1.9570 -0.5120 4.1091  -0.176
C: 1.6743 0.0383 5.5055  -0.167
C: 0.8976 1.3443 5.3551  -0.203
N: -0.3043 1.0541 4.6145  -0.030
H: 0.8360 -0.9993 2.3673  0.063
H: 2.6878 0.1308 3.6021  0.117
H: 2.3823 -1.5183 4.1589  0.125
H: 2.6079 0.2061 6.0445  0.109
H: 1.0657 -0.6753 6.0652  0.117
H: 1.5183 2.0839 4.8262  0.119
H: 0.6178 1.7630 6.3268  0.115
H: -1.0563 1.7266 4.6133  0.101
Cl: 0.1347 -4.9993 3.0067  0.703
C: -0.7377 -4.8019 1.5498  -0.667
C: -0.9416 -5.8788 0.7079  -0.090
C: -1.6580 -5.6568 -0.4571  -0.057
C: -2.1162 -4.3772 -0.7241  -0.172
N: -1.9040 -3.3497 0.0849  -0.003
C: -1.2280 -3.5488 1.1995  -0.204
H: -0.5352 -6.8523 0.9399  0.106
H: -1.8439 -6.4772 -1.1355  0.100
H: -2.6983 -4.1546 -1.6173  0.094
H: -1.0685 -2.6876 1.8358  0.082
C: -6.3241 -1.9008 -1.1271  -0.347
As: -4.4098 -1.6594 -0.5533  1.085
C: -4.6470 -2.6541 1.1345  -0.344
C: -4.6479 0.1027 0.2607  -0.322
H: -7.0120 -1.6839 -0.3114  0.004
H: -6.4885 -2.9324 -1.4459  0.000
H: -6.5674 -1.2489 -1.9655  0.002
H: -5.5586 -2.3474 1.6481  0.016
H: -3.7929 -2.4485 1.7752  -0.003
H: -4.6890 -3.7266 0.9428  0.012
H: -5.5828 0.1626 0.8198  0.023
H: -4.6308 0.8825 -0.4952  0.002
H: -3.8101 0.2688 0.9336  -0.049

Atomic forces in eV per Å
Ca -2.77 -0.06 -1.43
O 0.59 -0.11 0.94
S 3.09 -1.84 1.40
O -0.28 0.00 -0.24
O 0.07 0.41 -0.24
O 0.24 0.28 -0.47
C 0.13 -0.15 -0.14
C 0.03 0.38 0.03
N 0.10 -0.01 0.10
C -0.14 -0.37 0.22
C 0.04 -0.09 -0.26
C -0.08 -0.16 0.04
O 0.03 0.23 -0.12
C -0.23 0.08 -0.30
C -0.15 0.01 0.20
C 0.02 -0.02 0.08
C 0.10 -0.04 -0.28
N -0.35 -0.08 0.00
C 0.42 0.11 0.01
H 0.04 0.08 0.08
H -0.06 -0.02 0.08
H -0.04 0.07 0.00
H -0.05 -0.05 -0.08
H -0.01 -0.19 0.18
H -0.09 0.00 -0.11
H 0.24 0.02 0.03
H -0.01 0.06 0.10
H 0.15 0.20 0.17
H -0.06 0.06 0.07
H 0.06 0.04 -0.01
H 0.01 -0.05 -0.11
H -0.04 -0.10 -0.13
H 0.12 0.06 0.16
C -0.15 0.10 -0.05
C 0.07 0.24 0.10
C -0.01 0.01 0.01
C -0.59 0.76 -0.22
C 0.07 0.25 -0.05
C -0.15 -0.26 -0.33
H -0.02 0.05 0.01
H 0.04 0.02 0.05
H -0.01 0.07 0.12
H -0.09 -0.08 -0.04
H -0.07 0.01 -0.11
S -0.54 -0.07 -0.80
C -0.32 -0.12 0.54
N 0.17 0.12 -0.48
C 0.29 -0.03 0.37
C -0.01 0.12 -0.21
C 0.29 -0.08 0.20
N 0.17 0.04 -0.07
H -0.22 0.22 0.78
H 0.02 -0.06 0.01
H 0.02 0.13 0.00
H -0.01 -0.03 -0.03
H 0.03 0.02 0.03
H 0.00 -0.03 0.13
H 0.07 -0.06 -0.10
H 0.06 -0.17 -0.08
Cl 0.31 0.00 0.49
C -0.39 -0.06 -0.39
C -0.01 0.29 0.02
C -0.02 0.03 0.01
C -0.18 -0.26 -0.32
N 0.37 0.38 -0.15
C 0.05 -0.35 0.46
H 0.00 -0.02 0.09
H -0.05 0.06 -0.11
H 0.10 -0.07 0.05
H 0.06 0.03 0.10
C 0.30 -0.02 0.01
As -1.01 -0.14 0.01
C -0.03 0.00 -0.04
C 0.02 0.04 0.01
H 0.01 0.06 0.13
H 0.08 0.00 0.00
H 0.10 0.06 -0.04
H -0.05 0.05 -0.04
H 0.04 0.01 0.06
H 0.03 -0.02 -0.01
H -0.01 -0.11 0.03
H 0.06 0.03 -0.13
H 0.01 0.06 0.04

**E**: -160847.8367 eV
**Multiplicity**: 1
**HOMO energy**: -4.95 eV
**Net charge**: -1


Number 1: LUMO level 1.26 eV. Number 2: LUMO level -4.92 eV. Number 3: LUMO level 2.42 eV.